65
Properties=species:S:1:pos:R:3:forces:R:3:mulliken_charge:R:1 method="wB97M-V/def2-TZVPD" e_tot_ha=-2417.03481 e_lumo_ha="0.093 / 0.093" charge=-1 de_lowest_kj_mol=153.5 orbital_gap_ev="3.64 / 3.64" e_homo_ev="-1.112 / -1.111"
In 0.368 0.256 0.277 -1.4 -1.6 4.6 -0.56
Cl -1.772 -1.013 -0.536 -0.7 -0.1 -0.3 -0.54
N 0.949 -2.012 -0.224 3.4 -0.4 -2.5 0.35
N -1.520 1.686 0.696 -0.2 1.7 -0.8 0.17
C 2.062 -2.074 -0.976 -4.0 -0.1 2.7 0.86
C -1.528 2.711 -0.091 0.6 -1.6 0.9 0.97
C 0.517 -3.424 0.016 0.5 0.5 0.3 1.11
C 1.828 -4.176 -0.215 0.6 0.3 0.3 -0.80
C -0.490 -3.881 -1.011 -0.4 0.1 -0.3 -1.40
C -0.062 -3.560 1.410 0.3 -0.2 0.2 -1.49
H -0.053 -3.854 -2.012 -0.1 -0.1 -0.1 0.36
H -1.351 -3.211 -0.982 0.1 -0.3 -0.1 0.20
H -0.789 -4.907 -0.764 0.0 0.1 -0.1 0.45
H 0.667 -3.234 2.157 -0.2 0.0 -0.1 0.29
H -0.306 -4.614 1.579 -0.1 0.1 0.1 0.45
H -0.972 -2.953 1.495 0.2 -0.1 -0.1 0.12
C -2.773 1.720 1.510 0.4 -0.3 0.0 1.65
C -3.414 3.031 1.072 0.1 1.0 -0.4 -0.87
C -2.427 1.681 2.987 0.2 0.2 0.3 -1.80
C -3.715 0.580 1.200 -0.3 -0.5 -0.2 -2.09
H -3.915 0.542 0.124 0.0 -0.1 0.2 0.47
H -4.660 0.747 1.744 0.2 0.0 -0.1 0.48
H -3.280 -0.381 1.496 -0.2 0.3 -0.1 0.29
H -1.813 2.547 3.258 0.0 -0.2 0.0 0.40
H -1.881 0.758 3.227 -0.1 0.3 -0.1 0.26
H -3.353 1.707 3.574 0.1 0.0 0.0 0.49
O -2.568 3.533 -0.023 -0.8 0.5 0.3 -0.46
H -3.409 3.796 1.861 0.0 -0.1 -0.2 0.33
H -4.426 2.926 0.659 0.3 0.0 0.2 0.34
O 2.609 -3.272 -1.089 0.3 -0.8 -0.3 -0.48
H 1.732 -5.135 -0.742 0.0 0.4 0.2 0.30
H 2.397 -4.297 0.722 0.0 0.0 -0.4 0.37
C 2.572 -0.875 -1.703 0.2 0.3 0.9 -1.70
C -0.424 3.022 -1.071 0.5 -0.9 0.0 -1.74
C -0.159 1.851 -2.062 0.9 -2.1 -0.8 1.29
H 0.503 3.301 -0.465 -1.0 -0.6 -0.9 0.21
H -0.674 3.880 -1.672 -0.3 0.4 0.0 0.48
C 0.522 0.677 -1.675 3.3 2.3 1.1 0.23
C 1.433 -0.148 -2.378 -3.0 2.0 -1.4 0.99
H 1.848 0.951 1.427 2.3 0.5 -0.6 -0.52
C 1.022 -0.246 -3.748 -1.0 3.1 3.9 0.74
C -0.038 0.646 -4.131 1.4 0.1 1.2 -1.86
C 1.548 -1.351 -4.466 0.1 -1.3 -1.2 -1.65
C -0.564 1.750 -3.410 2.2 -1.4 2.1 1.04
H -0.445 0.464 -5.057 -0.9 -0.3 -2.3 0.44
C -1.619 2.647 -3.816 -0.4 0.2 -0.2 -1.86
H -1.910 2.323 -4.768 -1.0 0.0 -1.6 0.49
H -1.296 3.669 -3.840 0.1 0.7 -0.1 0.32
H -2.419 2.539 -3.099 -0.5 0.2 0.0 0.31
H 2.625 -1.362 -4.508 0.4 0.0 -0.1 0.30
H 1.138 -1.290 -5.438 -0.2 -0.6 -1.4 0.51
H 1.209 -2.255 -3.966 0.1 -0.4 -0.2 0.21
H 3.294 -1.166 -2.443 0.4 -0.3 -0.3 0.56
H 3.136 -0.245 -0.935 -0.9 -0.4 -1.0 0.16
F 0.530 2.716 2.569 0.1 0.2 -0.3 -0.30
C 1.264 1.719 3.142 0.3 0.8 3.1 -0.30
C 1.400 0.515 2.430 -2.6 -0.5 -4.8 1.40
C 2.189 -0.514 2.962 1.8 -0.7 2.9 -0.69
F 2.384 -1.678 2.275 -0.2 -0.1 -0.3 -0.20
C 3.041 -0.253 4.023 -1.0 1.3 -1.2 0.38
F 3.908 -1.166 4.461 0.3 -0.5 0.3 -0.35
C 3.072 1.047 4.601 -1.0 -0.6 -2.2 0.31
F 3.882 1.323 5.596 1.4 0.4 2.2 -0.37
C 2.172 2.026 4.135 -0.9 -1.4 -1.4 0.28
F 2.204 3.256 4.627 0.1 0.9 0.7 -0.34



61
Properties=species:S:1:pos:R:3:forces:R:3:mulliken_charge:R:1 method="wB97M-V/def2-TZVPD" smiles="Cn1c(=O)c2cc(S(=O)(=O)NCCC(=O)NC3CCCCCCC3)ccc2n(C)c1=O" e_tot_ha=-1811.71159 e_lumo_ha=0.005 de_lowest_kj_mol=23.0 orbital_gap_ev=9.30 e_homo_ev=-9.155
C 6.848 0.400 0.495 0.3 -0.1 0.1 -1.13
N 5.430 0.528 0.200 0.2 -0.1 0.1 -0.04
C 5.053 1.715 -0.391 -0.1 0.1 -0.1 0.60
O 5.865 2.580 -0.637 0.2 0.1 0.0 -0.66
N 3.711 1.868 -0.689 0.1 0.1 0.0 -0.15
C 2.775 0.899 -0.418 -0.1 -0.6 0.2 0.69
C 1.420 1.073 -0.734 0.0 0.0 0.0 -1.27
C 0.507 0.081 -0.446 0.0 0.2 0.0 -0.38
C 0.924 -1.095 0.161 -0.5 -0.5 0.0 -0.18
C 2.246 -1.293 0.480 0.2 0.0 0.0 -0.62
C 3.181 -0.300 0.189 -0.4 0.0 0.0 0.21
C 4.591 -0.526 0.526 -0.1 0.0 0.0 0.90
O 5.014 -1.535 1.042 -0.1 -0.1 0.0 -0.67
H 2.564 -2.207 0.955 0.1 -0.1 0.0 0.62
S -0.290 -2.344 0.550 0.2 -0.1 -0.4 1.25
O 0.304 -3.383 1.332 0.3 -0.1 0.0 -0.68
O -1.461 -1.718 1.112 0.1 0.2 -0.1 -0.52
N -0.650 -2.994 -0.961 0.7 0.5 0.6 -0.33
H -0.707 -2.248 -1.647 0.1 0.2 0.0 0.42
C -1.898 -3.737 -0.909 -0.3 -0.4 0.1 -0.83
C -3.105 -2.957 -1.463 0.3 0.1 0.1 -0.54
C -3.015 -1.468 -1.162 -0.6 -0.4 -0.2 0.50
O -2.175 -0.773 -1.718 0.3 0.2 -0.3 -0.75
N -3.955 -0.971 -0.350 -0.2 0.1 0.1 -0.18
H -4.515 -1.606 0.197 0.0 -0.1 -0.1 0.36
C -4.036 0.440 0.002 -0.1 0.0 0.0 0.41
C -5.502 0.861 -0.171 0.1 0.2 0.1 -1.05
H -5.743 0.852 -1.236 -0.1 -0.1 0.0 0.38
C -5.893 2.212 0.423 0.0 0.0 -0.3 -0.73
C -5.254 3.439 -0.223 0.0 -0.1 0.1 -0.91
H -5.731 4.318 0.221 0.0 0.0 -0.1 0.35
H -5.491 3.447 -1.289 -0.1 0.1 0.0 0.34
C -3.737 3.589 -0.062 -0.1 0.1 0.1 -0.56
H -3.219 2.960 -0.784 0.1 0.0 -0.1 0.35
C -3.204 3.291 1.345 0.3 0.0 -0.2 -1.03
C -2.552 1.914 1.505 -0.3 0.1 0.3 -0.39
H -1.758 1.814 0.762 0.1 0.0 0.0 0.06
H -2.074 1.884 2.488 0.1 0.0 0.0 0.45
C -3.462 0.688 1.405 0.3 0.0 -0.1 -0.96
H -4.264 0.748 2.141 -0.1 0.0 0.1 0.51
H -2.845 -0.178 1.656 -0.2 0.1 0.1 0.35
H -4.000 3.415 2.081 0.0 0.1 0.1 0.45
H -2.436 4.031 1.589 -0.1 0.0 0.1 0.41
H -3.494 4.622 -0.322 0.0 -0.1 -0.1 0.41
H -5.687 2.215 1.492 -0.1 0.0 0.1 0.31
H -6.977 2.312 0.310 0.0 0.0 0.1 0.42
H -6.124 0.101 0.312 0.0 -0.1 0.0 0.32
H -3.407 0.938 -0.739 -0.1 0.0 0.1 0.33
H -4.029 -3.386 -1.077 0.0 -0.1 -0.1 0.26
H -3.102 -3.046 -2.553 -0.1 0.1 0.1 0.31
H -1.769 -4.665 -1.475 -0.1 0.1 0.2 0.38
H -2.061 -3.994 0.141 -0.2 -0.2 -0.2 0.40
H -0.535 0.196 -0.701 -0.1 0.1 0.0 0.51
H 1.080 1.978 -1.206 0.0 0.1 0.0 0.44
C 3.321 3.118 -1.311 0.1 0.3 -0.1 -1.27
H 4.222 3.718 -1.422 -0.2 -0.1 0.0 0.38
H 2.887 2.936 -2.295 0.0 0.0 0.0 0.36
H 2.608 3.651 -0.683 0.0 0.0 0.0 0.37
H 7.003 -0.578 0.944 0.0 0.1 -0.1 0.38
H 7.154 1.188 1.183 0.0 0.0 0.0 0.32
H 7.425 0.495 -0.424 0.0 0.0 0.1 0.32